# 1
{
  "formula": "C10H15NO",
  "method": "ωB97M-V/def2-TZVPD",
  "lumo_ev": 0.7,
  "smiles": "Cc1ccccc1.CCC(N)=O",
  "homo_ev": -9.11,
  "largest_force_ev_per_a": 2.405,
  "e_above_lowest_kj_mol": 142.9,
  "elements": ["C", "C", "C", "O", "N", "H", "H", "H", "H", "H", "H", "H", "C", "C", "C", "C", "C", "C", "C", "H", "H", "H", "H", "H", "H", "H", "H"],
  "positions_angstrom": [[-0.74335, 2.88619, 2.01943], [-0.01433, 1.74732, 2.83182], [-0.77562, 2.80137, 0.51933], [-1.47495, 3.56824, -0.11752], [0.27961, 2.17934, -0.08204], [-1.69443, 3.12555, 2.48491], [-0.12333, 3.73579, 2.30521], [-0.78124, 1.25416, 3.42200], [0.80189, 2.17205, 3.39073], [0.27323, 2.31009, -1.07668], [0.83165, 1.46535, 0.35188], [0.22912, 0.94264, 2.15900], [-1.93088, -1.61379, -0.63175], [1.42269, -1.04643, -2.32057], [0.09794, -0.90329, -1.92211], [2.20013, -2.00018, -1.67748], [-0.45578, -1.79675, -1.01449], [1.64061, -2.91466, -0.79092], [0.26257, -2.93253, -0.62712], [1.95072, -0.51911, -3.10394], [-0.55890, -0.09970, -2.23657], [3.27846, -2.03659, -1.77794], [2.19079, -3.70426, -0.31471], [-2.16120, -2.12120, 0.30776], [-2.37126, -2.08239, -1.50465], [-0.31510, -3.80521, -0.35807], [-2.05904, -0.61200, -0.23550]],
  "forces_ev_per_angstrom": [[1.0, -0.7, 1.8], [-2.0, 0.2, -1.2], [1.0, 1.8, 0.3], [-0.6, -0.6, -0.2], [-0.6, -0.1, 0.0], [-0.3, -0.2, -0.5], [-0.1, 0.5, -0.8], [0.2, 0.2, 0.8], [0.3, -0.4, 0.2], [0.3, -0.3, -0.2], [0.0, -0.1, -0.1], [0.9, -0.3, -0.2], [2.0, -0.9, 0.9], [0.5, -0.5, 0.2], [0.2, 0.3, 0.3], [0.4, -0.2, 1.0], [-0.5, -0.3, 0.1], [-0.9, -0.5, -0.6], [-0.3, 0.9, -0.4], [-0.5, 0.6, 0.0], [0.3, 0.1, -0.4], [-0.1, 0.1, -0.4], [0.5, -0.2, -0.1], [0.0, -0.9, -0.4], [-1.5, 0.8, 0.2], [0.3, 0.0, 1.0], [-0.6, 0.6, -1.4]]
}

=====

# 2
{
  "formula": "C34H31KN10PS3SbSe4",
  "method": "ωB97M-V/def2-TZVPD",
  "lumo_ev": 2.7,
  "charge": -2,
  "homo_ev": -0.55,
  "largest_force_ev_per_a": 0.476,
  "e_above_lowest_kj_mol": 183.6,
  "elements": ["K", "N", "C", "C", "C", "C", "C", "C", "N", "C", "C", "C", "S", "C", "N", "H", "H", "H", "H", "H", "H", "H", "N", "C", "N", "C", "C", "S", "C", "C", "S", "C", "N", "N", "H", "H", "H", "H", "H", "H", "C", "P", "C", "C", "C", "C", "C", "C", "C", "H", "H", "H", "H", "H", "H", "H", "H", "H", "H", "H", "N", "C", "C", "C", "C", "C", "C", "C", "N", "C", "C", "N", "C", "H", "H", "H", "H", "H", "H", "H", "Se", "Sb", "Se", "Se", "Se"],
  "positions_angstrom": [[-0.10579, -1.65701, -1.22952], [2.54069, -1.33452, -4.44568], [2.10972, -2.64701, -4.43146], [1.67804, -3.48427, -5.45237], [1.19949, -4.71660, -5.07262], [1.15045, -5.10179, -3.72100], [1.56742, -4.26177, -2.71447], [2.06542, -3.00859, -3.08689], [2.45338, -1.93018, -2.29488], [2.68748, -0.96027, -3.14407], [3.06718, 0.39659, -2.76231], [3.44248, 1.39229, -3.61486], [3.75499, 2.82197, -2.73876], [3.38147, 1.98096, -1.28985], [3.04174, 0.74486, -1.43374], [2.30316, -0.69622, -5.18851], [1.61324, -3.14892, -6.47735], [0.76429, -5.36600, -5.81607], [0.69176, -6.05046, -3.47258], [1.46212, -4.53214, -1.67036], [3.52396, 1.35937, -4.68621], [3.44048, 2.47185, -0.33227], [3.51287, -2.54100, 0.33859], [2.57434, -3.19699, 1.05966], [1.30431, -3.09825, 0.81889], [0.56909, -3.81171, 1.73831], [1.28805, -4.46501, 2.68623], [2.97696, -4.19317, 2.43081], [-0.90100, -3.76369, 1.65340], [-1.74292, -4.48087, 2.43683], [-3.37348, -4.08827, 2.04397], [-2.78885, -2.97748, 0.82705], [-1.48701, -2.90904, 0.74200], [-3.66075, -2.23144, 0.11313], [3.17770, -2.17072, -0.56317], [4.45539, -2.88857, 0.37458], [0.93317, -5.06274, 3.50518], [-1.50030, -5.20803, 3.18896], [-4.59225, -2.62179, 0.04000], [-3.38870, -1.98825, -0.86669], [-3.36481, 1.08401, -1.70649], [-1.74443, 1.01599, -0.85552], [-0.77750, 2.13189, -1.94696], [-2.11371, 2.11040, 0.58529], [-2.67679, 1.50247, 1.70997], [-3.00702, 2.23913, 2.83615], [-2.76677, 3.60722, 2.87191], [-2.19044, 4.22359, 1.77240], [-1.86695, 3.48093, 0.64321], [-3.65789, 2.11543, -1.91674], [-4.12696, 0.60141, -1.09307], [-3.29035, 0.51184, -2.63312], [-1.30101, 3.06409, -2.17258], [-0.64091, 1.57527, -2.87855], [0.20567, 2.35308, -1.52397], [-2.86026, 0.43313, 1.68976], [-3.45523, 1.74392, 3.68949], [-3.02255, 4.18600, 3.75039], [-1.99602, 5.28941, 1.78982], [-1.42997, 3.98202, -0.21111], [0.86344, 7.81252, 5.97116], [0.83263, 6.78921, 5.44457], [0.79769, 5.50666, 4.79759], [1.33134, 5.35066, 3.51954], [1.31422, 4.11494, 2.90687], [0.74890, 3.01628, 3.55686], [0.21055, 3.17732, 4.83392], [0.23839, 4.41124, 5.45101], [0.72345, 1.76189, 2.93826], [0.46644, 0.53600, 3.52968], [0.53449, -0.38378, 2.53700], [0.80958, 0.22641, 1.33413], [0.90717, 1.48917, 1.60425], [1.76425, 6.19996, 3.00872], [1.74006, 4.00741, 1.92111], [-0.26166, 2.34462, 5.33246], [-0.18618, 4.53197, 6.43795], [0.29433, 0.42854, 4.58223], [0.39676, -1.44479, 2.60680], [1.05623, 2.26526, 0.87473], [-3.93295, -0.41722, -6.53053], [-2.77670, -2.02210, -5.08379], [-0.72639, -0.86545, -4.17992], [-4.09939, -2.55847, -3.04784], [-2.15254, -4.10464, -6.23889]],
  "forces_ev_per_angstrom": [[0.0, -0.1, 0.0], [0.3, -0.1, 0.0], [-0.1, 0.0, -0.1], [0.0, 0.1, 0.0], [0.0, 0.0, 0.1], [-0.1, 0.0, -0.1], [0.2, 0.1, 0.1], [0.1, -0.2, 0.1], [0.3, 0.0, -0.2], [-0.2, 0.0, -0.1], [0.0, -0.1, 0.0], [-0.1, 0.0, 0.0], [0.0, 0.0, 0.0], [0.0, 0.0, 0.0], [0.0, 0.0, 0.0], [-0.2, 0.0, 0.0], [0.0, 0.0, 0.0], [0.0, 0.0, 0.0], [0.0, 0.0, 0.0], [0.1, 0.0, 0.0], [0.0, 0.0, -0.1], [0.0, 0.1, 0.1], [0.1, 0.0, 0.1], [0.2, 0.1, -0.2], [-0.2, -0.1, 0.0], [-0.1, 0.0, 0.1], [0.0, 0.0, -0.1], [0.0, 0.0, 0.1], [0.1, 0.0, 0.0], [0.0, 0.1, 0.0], [0.0, -0.1, 0.0], [-0.1, 0.2, -0.1], [-0.2, -0.3, 0.3], [-0.1, 0.1, -0.2], [0.1, 0.0, 0.0], [0.0, 0.0, 0.0], [0.0, 0.0, 0.1], [0.0, -0.1, 0.1], [0.0, 0.0, 0.1], [0.1, -0.1, 0.1], [0.0, 0.1, 0.0], [-0.2, 0.2, -0.2], [0.0, 0.0, 0.0], [0.0, 0.0, 0.0], [0.0, -0.1, 0.0], [0.0, 0.0, 0.0], [0.0, 0.0, 0.0], [0.0, 0.0, 0.0], [0.0, 0.0, 0.0], [0.0, 0.0, 0.0], [0.0, 0.0, 0.0], [0.0, 0.0, -0.1], [0.0, 0.0, 0.0], [0.0, 0.0, 0.0], [0.0, 0.0, 0.0], [0.0, 0.0, 0.0], [0.0, 0.0, 0.0], [0.0, 0.0, 0.0], [0.0, 0.0, 0.0], [0.0, 0.0, 0.0], [0.0, -0.1, -0.1], [0.0, 0.1, 0.1], [0.0, 0.1, 0.0], [0.0, 0.0, 0.0], [0.0, -0.1, 0.0], [0.0, 0.0, 0.0], [0.0, 0.0, -0.1], [0.0, 0.0, -0.1], [-0.1, 0.0, -0.1], [0.0, 0.0, 0.1], [0.0, 0.1, 0.0], [0.0, -0.1, 0.0], [0.1, 0.1, -0.1], [0.0, 0.0, 0.0], [0.0, 0.0, 0.0], [0.0, 0.0, 0.0], [0.0, 0.0, 0.0], [0.0, 0.0, 0.1], [0.0, -0.1, 0.0], [0.0, 0.1, -0.1], [0.0, 0.0, 0.1], [0.1, 0.0, -0.1], [0.1, 0.2, -0.2], [0.0, 0.0, 0.2], [0.0, 0.0, 0.0]]
}

=====

# 3
{
  "formula": "C5H11N3",
  "method": "ωB97M-V/def2-TZVPD",
  "lumo_ev": 0.8,
  "smiles": "N/C=C\\N.C=CN=C",
  "homo_ev": -6.91,
  "largest_force_ev_per_a": 2.226,
  "e_above_lowest_kj_mol": 274.9,
  "elements": ["N", "N", "C", "C", "H", "H", "H", "H", "H", "H", "C", "C", "C", "N", "H", "H", "H", "H", "H"],
  "positions_angstrom": [[-1.31257, -0.88069, -1.36560], [-3.09824, -0.04918, 0.85012], [-1.17784, 0.30902, -0.63567], [-1.90969, 0.60808, 0.47714], [-1.89978, -1.57332, -0.91817], [-3.30738, -0.92340, 0.38658], [-3.39353, 0.12240, 1.80161], [-0.41084, -1.32505, -1.49899], [-0.55780, 1.09072, -1.05177], [-1.84856, 1.61950, 0.85857], [1.47482, 0.13591, 0.84848], [2.30431, -0.85469, -1.11534], [2.23955, 1.22643, 0.96194], [1.33734, -0.60538, -0.33537], [1.03745, -0.35692, 1.70722], [3.34022, -0.57208, -0.93263], [2.09107, -1.36939, -2.04209], [2.72153, 1.66490, 0.10238], [2.36994, 1.73314, 1.90158]],
  "forces_ev_per_angstrom": [[-0.1, -0.3, -0.4], [0.6, 0.2, 0.1], [-1.3, 0.3, 1.7], [-0.2, 0.4, -2.2], [0.0, 0.2, 0.0], [-0.1, 0.2, 0.7], [-0.1, -0.7, -0.3], [0.0, 0.2, 0.0], [0.3, -0.3, 0.1], [0.2, 0.0, 0.2], [1.6, -0.3, 0.1], [-0.4, 0.3, 0.5], [-0.5, -0.3, -0.1], [0.3, -0.2, -0.4], [-0.3, 0.2, 0.0], [0.1, 0.1, 0.2], [0.0, -0.2, -0.2], [0.0, 0.0, -0.2], [-0.1, 0.1, 0.2]]
}

=====

# 4
{
  "formula": "C4H7NO",
  "method": "ωB97M-V/def2-TZVPD",
  "lumo_ev": 0.9,
  "smiles": "C[C@H]1CC(=O)N1",
  "homo_ev": -9.73,
  "largest_force_ev_per_a": 0.939,
  "e_above_lowest_kj_mol": 80.0,
  "elements": ["C", "C", "C", "C", "O", "N", "H", "H", "H", "H", "H", "H", "H"],
  "positions_angstrom": [[0.15001, 1.07959, -1.21677], [0.27359, -0.20167, -0.41858], [0.64755, -0.13745, 1.07880], [-0.71824, -0.80849, 1.33814], [-1.32152, -1.20520, 2.30042], [-1.01109, -0.74941, -0.02198], [-0.35366, 0.89870, -2.17608], [-0.43646, 1.82441, -0.66901], [1.14338, 1.48184, -1.42572], [0.86375, -0.93609, -0.97842], [1.50392, -0.75704, 1.35739], [0.75242, 0.86748, 1.48691], [-1.49364, -1.35666, -0.65509]],
  "forces_ev_per_angstrom": [[0.1, 0.1, 0.0], [0.2, 0.1, -0.2], [0.1, 0.1, 0.1], [-0.1, 0.0, 0.0], [0.3, 0.1, -0.6], [0.0, -0.2, 0.0], [0.1, 0.0, 0.2], [0.1, -0.1, 0.0], [-0.1, 0.1, 0.0], [0.1, 0.1, 0.1], [-0.2, 0.1, 0.1], [0.0, -0.1, 0.1], [-0.8, -0.4, 0.4]]
}

=====

# 5
{
  "formula": "C16H22BN7Ru",
  "method": "ωB97M-V/def2-TZVPD",
  "lumo_ev": [-8.6, -10.4],
  "charge": 2,
  "homo_ev": [-14.44, -13.01],
  "largest_force_ev_per_a": 2.149,
  "e_above_lowest_kj_mol": 104.8,
  "s2": 6.041,
  "multiplicity": 5,
  "elements": ["H", "N", "B", "N", "C", "Ru", "H", "C", "H", "C", "H", "C", "H", "H", "H", "N", "N", "N", "N", "C", "C", "H", "H", "C", "C", "C", "C", "H", "H", "H", "H", "H", "C", "C", "C", "C", "C", "C", "N", "H", "H", "H", "H", "H", "H", "H", "H"],
  "positions_angstrom": [[0.81526, -3.72104, 0.32403], [1.17053, -1.66525, -0.14956], [2.29506, 0.50542, -1.23781], [2.24529, -0.98249, -0.74792], [3.15518, -1.90802, -1.12076], [-0.71991, -1.15735, -0.28780], [4.04325, -1.60028, -1.64503], [2.72201, -3.17104, -0.75338], [3.23228, -4.09847, -0.91965], [1.48713, -3.00576, -0.13443], [2.94177, 0.43046, -2.26894], [-1.24360, 3.72430, 2.89132], [-2.29975, 3.54811, 3.11294], [-0.88577, 2.95686, 2.19863], [-1.14172, 4.70465, 2.41870], [3.14701, 1.61213, -0.47234], [0.86559, 0.91527, -1.73373], [3.14694, 1.78794, 0.91187], [-0.38082, 0.53963, -1.19177], [4.03013, 2.50073, -1.03236], [0.63025, 1.53688, -2.90713], [4.20526, 2.54088, -2.09665], [1.45791, 1.86307, -3.51202], [4.59856, 3.26760, -0.01496], [-0.73713, 1.61615, -3.13034], [3.99629, 2.78936, 1.17483], [-1.35676, 1.00759, -2.04980], [5.34170, 4.03978, -0.09564], [-1.22056, 2.05284, -3.98291], [4.19359, 3.16601, 2.16979], [-2.40808, 0.88681, -1.79970], [-0.68279, 3.69498, 3.77538], [-3.29351, -2.97022, -1.38645], [-3.41156, -2.52223, 0.00096], [-4.43112, -2.71988, 0.95869], [-4.01979, -2.06901, 2.14403], [-2.75543, -1.48926, 1.88178], [-1.82919, -0.71661, 2.71101], [-2.41908, -1.77918, 0.58559], [-3.90638, -3.86851, -1.51140], [-2.24774, -3.19323, -1.63573], [-3.68221, -2.21679, -2.08819], [-5.34341, -3.27499, 0.76056], [-4.54101, -1.99874, 3.09348], [-2.29563, 0.21761, 3.05534], [-1.55364, -1.28912, 3.60821], [-0.91445, -0.48759, 2.12927]],
  "forces_ev_per_angstrom": [[0.1, 0.0, -0.1], [1.3, 0.5, -0.8], [1.7, 1.0, -0.8], [-0.6, -1.2, 0.5], [-0.9, 0.9, 0.5], [0.3, 0.1, 0.2], [0.1, 0.0, 0.0], [-0.7, -0.5, 0.6], [0.1, -0.1, 0.1], [0.8, 1.0, -0.7], [-0.4, 0.0, 0.2], [-0.9, 0.1, -1.4], [0.1, 0.0, 0.0], [0.0, 0.1, 0.1], [0.0, -0.2, 0.1], [0.0, -0.1, 0.6], [-1.6, -0.2, -0.2], [0.1, 0.5, -0.1], [1.2, 0.7, -1.1], [-0.5, -0.6, 0.4], [0.1, -0.6, 1.4], [0.0, -0.1, 0.0], [0.0, 0.1, 0.0], [-0.6, -0.5, 0.1], [-0.9, 0.0, 0.3], [-0.4, -0.7, -1.0], [1.2, 0.0, -0.2], [0.0, 0.1, -0.1], [-0.1, 0.2, -0.1], [-0.2, -0.3, 0.0], [0.3, 0.0, -0.2], [0.8, 0.0, 1.3], [-0.3, -0.4, -0.3], [0.1, 0.3, 0.7], [0.0, 0.5, 1.2], [-0.8, -0.7, -0.8], [-0.4, -0.4, -0.6], [0.2, 0.2, 0.2], [0.6, 0.4, -0.1], [0.2, 0.1, -0.2], [-0.2, 0.0, -0.1], [0.1, -0.1, 0.1], [0.2, 0.2, 0.2], [0.0, -0.1, -0.3], [0.2, -0.1, -0.1], [0.0, 0.2, -0.2], [-0.2, 0.1, 0.5]]
}

=====

# 6
{
  "formula": "C16H19N3S",
  "method": "ωB97M-V/def2-TZVPD",
  "lumo_ev": 0.8,
  "smiles": "C(=N\\N1CCN(Cc2ccccc2)CC1)/c1cccs1",
  "homo_ev": -7.16,
  "largest_force_ev_per_a": 1.130,
  "e_above_lowest_kj_mol": 228.4,
  "elements": ["C", "N", "N", "C", "H", "C", "N", "C", "C", "H", "H", "H", "H", "C", "C", "C", "C", "C", "C", "C", "H", "H", "H", "H", "H", "H", "H", "H", "H", "H", "C", "C", "C", "C", "S", "H", "H", "H", "H"],
  "positions_angstrom": [[-2.62167, -1.19538, 1.45512], [-2.34545, 0.03248, 1.22575], [-1.68418, 0.50049, 0.18575], [-1.20316, 1.85626, 0.34266], [-1.82421, 2.34672, 1.09166], [0.27028, 1.83949, 0.78882], [1.12289, 1.07388, -0.09851], [0.59976, -0.26787, -0.27013], [-0.87134, -0.28316, -0.72561], [-1.24397, -1.30541, -0.77853], [-0.96379, 0.16445, -1.72031], [1.22356, -0.80037, -0.99063], [0.67439, -0.77534, 0.69767], [1.46044, 1.74231, -1.34446], [2.60092, 1.03828, -2.03142], [3.73423, 0.69126, -1.30541], [4.79287, 0.05118, -1.92206], [4.73403, -0.24549, -3.27422], [3.60949, 0.09715, -4.00370], [2.54694, 0.73276, -3.38364], [1.66966, 0.99550, -3.95895], [3.55639, -0.13305, -5.05781], [5.56199, -0.74313, -3.75721], [5.66862, -0.21575, -1.34874], [3.76750, 0.92175, -0.25159], [0.61127, 1.82769, -2.04199], [1.77943, 2.75839, -1.08743], [0.65470, 2.85832, 0.86433], [0.32511, 1.37308, 1.77817], [-1.30615, 2.37875, -0.61387], [-3.42604, -1.52874, 2.58780], [-3.82113, -2.77369, 3.00626], [-4.60708, -2.73969, 4.17387], [-4.80383, -1.47721, 4.63529], [-4.03103, -0.29395, 3.65071], [-5.35743, -1.16293, 5.49749], [-5.00795, -3.61782, 4.64884], [-3.55466, -3.67917, 2.48996], [-2.29142, -2.04206, 0.84610]],
  "forces_ev_per_angstrom": [[0.7, 0.0, -0.9], [-0.4, -0.3, 0.7], [0.0, 0.3, -0.7], [0.3, 0.2, 0.2], [0.0, 0.0, -0.1], [-0.3, 0.1, 0.0], [0.2, 0.1, 0.0], [-0.2, -0.2, -0.1], [0.3, -0.3, 0.2], [0.0, 0.0, -0.1], [0.0, -0.1, 0.0], [0.0, -0.1, 0.1], [0.0, -0.1, -0.1], [0.0, 0.0, 0.1], [0.0, 0.0, -0.1], [0.0, 0.0, 0.0], [0.1, 0.0, 0.1], [0.0, -0.1, -0.1], [0.1, 0.0, -0.1], [0.0, 0.1, 0.1], [-0.1, 0.0, 0.0], [0.0, 0.0, -0.1], [0.1, 0.0, 0.0], [0.1, 0.0, 0.0], [0.0, 0.0, 0.1], [0.1, 0.1, 0.0], [-0.1, 0.0, 0.0], [0.0, 0.0, 0.0], [-0.1, 0.1, 0.0], [0.0, 0.0, 0.0], [-0.6, -0.1, 1.0], [0.3, 0.4, -0.4], [-0.2, 0.1, 0.4], [0.1, 0.2, -0.2], [0.0, -0.6, -0.1], [-0.1, 0.0, 0.2], [-0.1, -0.1, 0.1], [0.1, -0.1, -0.1], [0.0, 0.2, -0.1]]
}

=====

Table of E (eV), in record order: -14150.0985; -376711.0112; -9831.0575; -7798.8149; -30618.4781; -32204.3682